{
  "formula": "C28H32BrNO8SSi2V",
  "method": "ωB97M-V/def2-TZVPD",
  "lumo_energy_ev": [4.08, 4.08],
  "mol_weight_g_mol": 729.7,
  "total_charge": -2,
  "homo_ev": [-0.8, -0.7],
  "multiplicity": 2,
  "species": ["Br", "V", "S", "Si", "Si", "O", "O", "O", "O", "O", "O", "O", "O", "N", "C", "C", "C", "C", "C", "C", "C", "C", "C", "C", "C", "C", "C", "C", "C", "C", "C", "C", "C", "C", "C", "C", "C", "C", "C", "C", "C", "C", "H", "H", "H", "H", "H", "H", "H", "H", "H", "H", "H", "H", "H", "H", "H", "H", "H", "H", "H", "H", "H", "H", "H", "H", "H", "H", "H", "H", "H", "H", "H", "H"],
  "coordinates": [[2.373308, 2.222040, -2.505102], [-0.099746, 0.181584, -0.277945], [-1.190680, 2.167929, -1.718267], [2.148028, -1.822472, 1.117736], [2.185886, 1.252904, 1.878811], [-3.995375, -3.739167, 4.901389], [-5.094486, 6.133576, 2.244562], [-0.862038, 0.287707, 1.238928], [-4.966069, 7.377349, 0.441346], [0.601971, -1.645287, -3.609186], [0.560649, -0.253476, -1.858829], [-4.295648, -5.420221, 3.623479], [-1.521368, -1.545891, -0.399032], [-3.873591, -4.289417, 3.817871], [5.429956, -0.456262, -3.155956], [-2.001668, -2.176332, 0.621962], [-3.218926, -3.585201, 2.744555], [1.139551, -0.859637, -2.867569], [-1.548418, -0.295943, 2.171741], [4.033175, 1.613311, 1.993571], [-2.589605, 4.518380, -1.579062], [2.627815, -0.588694, -3.042352], [1.876318, -0.071014, 0.674911], [-3.383642, 4.140164, 1.038719], [-2.463073, -3.516695, 0.476117], [1.589466, -3.024976, -0.210988], [-3.801800, 5.293744, 0.370833], [-4.645365, 6.349668, 0.976101], [-3.068370, -4.202651, 1.499879], [3.392491, -1.701335, -3.383722], [1.400850, -2.399557, 2.732009], [1.390994, 2.888316, 1.377608], [-3.382342, 5.458539, -0.951706], [1.633801, 0.911428, 3.635113], [-2.731317, -2.295548, 2.954973], [-2.587210, 3.194661, 0.425185], [-2.121005, -1.586775, 1.942513], [4.005090, -2.156747, 1.274058], [4.777418, -1.648456, -3.439028], [-2.164942, 3.345153, -0.913535], [4.687490, 0.677203, -2.864777], [3.300570, 0.606535, -2.812025], [5.176825, 1.625505, -2.676460], [5.344358, -2.533311, -3.699924], [0.354172, -2.089431, 2.832818], [0.477589, 2.722632, 0.794961], [1.455350, -4.031138, 0.205754], [-2.337963, -3.964915, -0.502933], [2.067729, 3.483803, 0.751755], [4.437787, -1.623595, 2.134083], [-3.702210, 6.353487, -1.472337], [4.578281, 0.744739, 2.386763], [4.437359, 1.836095, 0.995253], [1.115640, 3.489789, 2.253940], [6.513496, -0.401423, -3.170649], [2.583973, 0.107674, -0.153993], [-3.668258, 3.948701, 2.071051], [0.636034, -2.724088, -0.661717], [1.953598, -2.005899, 3.593310], [-2.822184, -1.856338, 3.941010], [1.988804, 1.710946, 4.300611], [4.525418, -1.810990, 0.368663], [2.858159, -2.618334, -3.596531], [-2.273169, 4.661048, -2.606159], [1.432407, -3.495488, 2.781152], [-4.776947, 5.276449, 2.547612], [0.537644, 0.868112, 3.704609], [2.025011, -0.043797, 4.003583], [-2.275588, 2.310500, 0.965049], [4.213301, -3.230800, 1.398828], [-1.615633, 0.188889, 3.134726], [4.240465, 2.475062, 2.645165], [-3.435757, -5.209704, 1.370843], [2.335220, -3.084099, -1.011409]],
  "atomic_forces_ev_per_a": [[-0.1, 0.1, 0.1], [-1.0, 0.0, 0.9], [0.2, -0.3, 0.1], [0.3, -0.1, -0.2], [0.1, 0.3, 0.0], [0.0, 0.4, 0.4], [0.0, -0.1, 0.1], [-1.2, 0.4, 2.6], [-0.1, 0.3, -0.3], [-0.2, -0.4, -0.4], [1.8, -1.3, -3.9], [-0.1, -0.5, -0.3], [0.7, 0.4, 0.3], [0.2, 0.2, -0.2], [0.0, 0.0, 0.0], [0.0, 0.0, -0.2], [0.1, 0.1, 0.0], [-0.3, 0.8, 1.0], [-0.1, 0.0, -0.3], [0.4, 0.1, 0.0], [0.0, 0.0, 0.1], [-0.1, 0.0, 0.3], [-0.4, -0.1, -0.5], [0.1, -0.1, 0.1], [0.1, 0.2, -0.1], [-0.3, -0.1, -0.2], [-0.1, 0.1, 0.0], [0.1, -0.3, 0.1], [-0.1, -0.1, 0.1], [0.2, -0.1, 0.0], [-0.2, 0.0, 0.3], [-0.1, 0.2, -0.1], [0.1, 0.0, -0.1], [-0.2, -0.1, 0.3], [-0.3, -0.3, 0.4], [0.0, 0.1, 0.0], [0.4, 0.4, -0.7], [0.3, -0.1, 0.1], [-0.1, 0.0, 0.0], [-0.1, 0.0, 0.3], [0.0, 0.0, 0.0], [0.1, 0.1, -0.1], [0.0, -0.1, 0.0], [0.0, 0.0, 0.0], [0.1, -0.1, 0.0], [0.0, 0.1, 0.0], [0.1, 0.1, 0.0], [0.0, 0.0, 0.0], [-0.1, -0.1, 0.1], [-0.1, -0.1, -0.2], [0.0, 0.0, 0.0], [-0.1, 0.1, -0.1], [-0.1, 0.0, 0.2], [0.1, 0.0, -0.1], [-0.1, 0.0, 0.0], [-0.1, 0.0, 0.0], [0.0, 0.0, 0.0], [0.1, -0.1, 0.1], [-0.1, -0.1, -0.1], [0.0, 0.0, 0.0], [-0.1, -0.1, -0.1], [-0.1, -0.1, 0.1], [0.0, 0.0, 0.0], [0.0, 0.0, 0.0], [0.0, 0.1, 0.0], [0.0, 0.0, 0.0], [0.2, 0.0, 0.0], [-0.1, 0.3, 0.0], [0.0, 0.0, 0.0], [0.0, 0.2, 0.0], [0.1, 0.1, 0.2], [0.0, -0.1, -0.1], [0.0, 0.0, -0.1], [0.0, 0.0, 0.0]],
  "lowdin_charge": [0.8164, 0.7757, 0.6165, 0.3762, 0.3576, 0.0157, 0.0833, -0.2874, 0.0762, 0.0848, -0.2854, 0.0090, -0.1093, -0.3864, -0.1028, -0.3333, -0.1930, -0.5551, -0.1945, -0.1925, -0.1206, -0.1524, -0.4067, -0.0438, -0.0125, -0.1586, -0.1743, -0.5005, -0.0383, -0.0335, -0.1662, -0.1767, -0.0390, -0.1731, 0.0155, -0.1004, -0.1643, -0.1940, -0.0892, -0.6982, -0.1441, -0.6105, 0.0895, 0.0942, 0.0217, -0.0133, 0.0306, 0.1094, 0.0209, 0.0107, 0.1098, 0.0108, 0.0229, 0.0286, 0.0948, 0.0028, 0.1021, 0.0182, 0.0108, 0.1177, 0.0266, 0.0210, 0.1172, 0.0889, 0.0311, 0.0705, 0.0200, 0.0066, 0.0828, 0.0204, 0.1018, 0.0203, 0.1010, 0.0194]
}